Computed, not measured: one molecule with the formula C3H5NO2S, with ωB97M-V with the def2-TZVPD basis set.

```
12
Properties=species:S:1:pos:R:3:forces:R:3
H -2.413039 1.418021 -1.165009 1.11 0.06 2.33
N -1.985680 1.602647 -0.175654 -1.28 0.47 -2.39
C -1.599029 0.597994 0.436258 -1.10 -1.00 -0.36
O -1.735887 -0.739033 -0.036605 1.91 2.02 1.44
C -0.470215 -1.347028 -0.009907 -1.24 -0.02 -1.15
C 0.771666 -0.884482 -0.002730 0.75 -0.76 -0.50
S 1.346213 0.655528 0.362723 0.19 2.58 1.14
O 2.835424 0.684649 -0.351987 0.03 -0.85 -1.37
H -1.233492 0.701946 1.459505 0.24 -0.34 -0.13
H -0.687642 -2.329583 -0.283206 0.36 -1.66 -0.23
H 1.617028 -1.497029 -0.329750 -0.52 -0.48 0.43
H 3.554652 1.136368 0.096361 -0.44 -0.02 0.79
```
Forces are in eV/Å.

As for the highest occupied orbital energy: -8.0 eV. Its lowest unoccupied orbital energy is 0.37 eV. For the frontier orbital gap, the calculation gives 0.3063 Ha. As for the total charge: 0. The molar mass comes out at 119.14 g/mol. The value obtained for the total energy is -720.63229 a.u.

Atom charges from the Löwdin analysis, given in e for atoms 1 to 2:
1. H 0.1195
2. N 0.1198